C32H75F6FeNO24P5S2 as an isolated structure. Source: OMol25; level of theory: ωB97M-V with the def2-TZVPD basis set.

```
146
Properties=species:S:1:pos:R:3:forces:R:3
O -12.48675 -13.45860 -0.98801 -0.2 1.2 0.3
C -15.66894 -8.77379 -1.59008 0.9 0.6 0.9
O -13.97644 -7.81604 3.51486 1.0 -0.8 -0.8
C -8.52221 -10.60081 -5.19979 -0.3 0.3 1.1
H -14.84202 -12.38032 -5.69741 0.0 0.3 0.0
C -10.34484 -7.29134 3.84472 1.3 -1.2 1.9
O -13.29099 -11.77238 2.16229 -0.3 0.4 -0.2
H -8.66847 -11.67837 -5.19323 0.2 0.0 -0.1
H -11.13746 -6.89146 -3.25929 0.0 0.1 0.4
H -9.93652 -3.12466 -0.34121 -0.1 -0.1 0.1
C -12.35426 -11.82530 5.65024 0.3 0.4 0.4
H -8.45700 -13.40332 -2.44428 0.1 0.0 0.6
H -10.11552 -2.72313 -2.05293 0.4 -0.1 -0.1
F -16.62588 -7.86963 -1.68758 -0.4 -0.2 0.1
C -11.86743 -10.45993 5.17016 -0.3 -1.5 1.1
H -9.86074 -13.12745 -4.23832 -0.2 0.3 0.4
O -12.98278 -9.89021 4.46519 1.3 1.7 -1.1
H -12.13513 -5.14161 -4.77715 0.3 0.0 0.0
O -12.40333 -5.75622 1.68492 0.2 -1.1 -0.8
C -12.58956 -14.87274 -1.10882 0.5 -1.4 0.2
H -11.67540 -15.24987 -1.57724 -0.1 0.0 0.0
H -13.19725 -12.88286 -5.27887 0.1 0.1 -0.2
H -15.77442 -5.53040 -0.18267 0.0 0.0 0.2
O -11.34819 -5.46095 -0.66124 -1.3 -1.4 0.7
O -8.67762 -7.26631 1.12910 -0.1 -0.4 -0.4
C -15.32200 -12.79845 0.82617 0.0 0.9 0.2
H -12.52542 -3.73521 1.35162 0.2 0.2 0.1
P -8.96816 -8.41158 0.06998 1.3 1.3 -0.1
O -12.16412 -9.01815 2.18385 0.5 -0.1 -0.2
P -12.57693 -6.10759 0.13221 -0.3 2.1 1.4
H -6.61518 -7.65664 1.49362 -0.3 0.2 -0.8
H -6.54250 -9.99600 -1.44956 0.3 0.6 0.8
C -10.84347 -13.76578 2.01124 -1.1 0.5 0.5
O -16.77163 -10.15342 0.34790 1.1 -0.3 -0.2
P -11.20418 -12.73653 -0.41093 0.3 -1.8 -1.1
O -11.61970 -7.71168 4.38309 -0.9 -0.3 -1.2
S -14.54140 -11.25492 1.67518 1.4 -1.0 0.3
H -14.42052 -12.78772 -4.02703 -0.1 -0.3 -0.2
C -7.46548 -7.10383 1.89270 0.7 -0.8 1.4
H -10.40916 -6.56256 3.04284 -0.3 -0.3 -0.1
H -6.69703 -5.89050 -3.32477 -0.2 0.3 0.3
H -9.46251 -14.75734 -4.12394 -0.2 -0.3 0.3
H -7.94486 -11.98687 0.43997 0.0 0.3 0.2
H -14.79274 -5.84648 5.07788 0.4 -0.2 -0.3
S -15.58587 -9.35018 0.22942 -0.8 2.5 -1.2
H -9.85778 -8.24222 3.61013 0.1 0.4 -1.0
C -7.08651 -5.66729 2.23239 -0.5 -0.2 0.0
H -11.10701 -14.23395 -3.69169 0.0 -0.1 0.4
H -12.46994 -3.23427 3.93887 -0.1 0.3 -0.5
C -15.05259 -7.94157 4.45714 -0.5 0.9 1.2
Fe -12.28932 -9.53985 0.20440 1.6 0.9 0.1
H -14.99227 -5.58758 1.40373 0.3 -0.3 -0.3
H -7.64264 -7.63741 2.83085 -0.1 0.0 0.0
H -8.16655 -10.42026 -1.57977 -0.5 0.3 0.3
C -9.55400 -6.80386 5.06562 0.1 0.6 -0.4
O -11.57878 -11.40003 0.10572 0.6 -0.3 0.0
O -10.19950 -9.72162 -3.57082 -0.6 -0.3 1.0
H -9.70938 -8.87856 -5.44974 -0.2 0.4 0.7
H -13.68005 -10.24989 -5.44838 0.5 0.0 0.1
H -15.01551 -8.89672 4.97396 -0.1 -0.2 -0.4
O -12.24282 -8.40636 -4.08267 -0.8 -0.7 0.4
H -11.55119 -6.50446 -5.78899 0.1 -0.1 0.2
H -10.04283 -15.69512 2.77830 -0.1 0.0 -0.4
C -15.42218 -3.63690 0.71465 0.5 1.2 -1.1
C -9.91308 -14.61716 2.84856 -0.5 0.2 0.0
H -12.91827 -6.70324 -3.02933 0.0 -0.4 0.2
H -7.37502 -6.15396 -0.95497 -0.2 -0.2 0.2
H -13.19819 -11.69429 6.32701 0.0 -0.1 0.0
O -15.49722 -8.12089 0.98450 0.0 -0.9 -0.7
H -13.25902 -6.32601 -5.31871 0.1 0.0 -0.4
C -7.48248 -6.59065 -3.05391 -0.5 -1.2 -0.6
C -7.38126 -10.31243 -0.82576 -0.8 -1.3 -0.8
O -13.80185 -5.18408 -0.29157 1.5 -0.7 -0.4
H -14.89697 -3.10463 1.50706 0.0 -0.4 0.3
H -9.30164 -4.27150 -1.53147 0.2 0.3 -0.2
H -10.86852 -12.74170 2.39754 0.6 0.1 -0.3
O -7.75145 -9.41971 0.24404 -0.5 0.8 -0.2
O -15.48014 -10.71106 2.61794 0.8 -0.1 -0.9
C -7.49849 -7.02708 -1.60103 1.1 0.5 -0.5
F -16.51995 -12.96991 1.31747 -0.2 -0.2 0.2
H -15.99717 -7.81052 3.93412 0.2 -0.3 -0.4
C -12.78493 -4.16491 3.46743 0.6 -0.5 -0.2
H -9.84927 -5.79180 5.34483 -0.3 -0.2 0.4
H -7.16606 -12.40447 -1.04296 0.4 0.0 0.1
H -7.32527 -7.46444 -3.69407 0.2 -0.1 0.1
H -7.44239 -5.39998 3.22723 -0.2 0.1 -0.1
H -10.94522 -10.63786 4.60695 -0.3 0.5 -0.6
C -12.12372 -7.01267 -3.70644 1.0 0.2 -0.7
C -15.02473 -5.05463 0.45023 -1.2 -0.8 0.7
O -10.16710 -12.69897 -1.61878 -0.7 1.1 1.9
H -11.56894 -4.55895 -2.52363 0.2 -0.4 0.1
H -15.81536 -6.71851 6.10006 0.0 -0.5 0.1
H -14.07616 -7.09092 6.16139 0.0 0.3 0.1
C -12.12834 -4.41816 2.10546 0.0 0.8 0.6
O -10.33512 -8.95670 0.20216 1.0 0.1 -0.2
H -10.69555 -10.28306 -5.48724 0.2 -0.3 0.0
H -6.66963 -7.72114 -1.44121 0.0 0.2 0.3
C -12.22399 -6.20800 -4.98892 -1.1 0.1 0.3
P -12.62297 -8.62358 3.53689 -2.1 0.3 1.7
H -8.47742 -6.73008 4.89438 -0.1 -0.1 -0.4
C -14.06209 -12.31399 -4.94322 0.1 0.0 1.0
H -15.18641 -3.04799 -0.17993 -0.2 0.0 -0.1
O -12.70369 -7.57570 0.03562 0.0 0.4 -0.7
H -9.66163 -7.51785 5.87928 -0.3 0.2 0.1
H -12.27342 -3.65641 -1.24975 0.1 -0.1 0.5
C -13.80475 -15.36773 -1.85660 -0.3 1.2 0.3
P -11.76060 -9.65033 -3.24086 0.3 0.1 -0.8
H -7.81045 -10.33219 -4.41397 -0.2 -0.2 0.4
O -12.38666 -10.91748 -3.93575 0.8 0.7 0.2
C -14.90961 -6.84454 5.50306 -0.2 0.2 0.1
C -13.67752 -10.88885 -4.56189 -1.1 0.0 -0.8
H -13.86710 -4.19907 3.37068 0.0 -0.1 0.2
H -7.51711 -4.96709 1.51690 0.3 0.1 -0.1
H -11.54410 -12.30043 6.20650 -0.1 -0.1 0.0
O -10.52929 -13.74928 0.60100 0.3 0.8 -0.5
O -12.10266 -9.60784 -1.79505 0.4 0.3 -0.5
H -11.90914 -14.00696 2.08433 0.2 -0.7 0.2
H -14.38680 -10.43174 -3.86909 0.1 -0.3 -0.1
H -12.65878 -15.31895 -0.11219 0.3 0.2 0.1
H -6.00244 -5.59476 2.29040 0.0 0.2 -0.3
H -11.63058 -9.81381 6.01708 0.0 0.0 -0.1
C -7.14221 -11.67711 -0.22808 0.2 -0.2 -0.4
F -14.55773 -13.85924 1.08771 -0.2 0.4 -0.1
F -14.51478 -8.14747 -1.86718 0.2 0.0 -0.2
H -12.66188 -12.46386 4.82497 0.1 0.1 -0.1
C -9.85046 -9.84326 -4.95752 0.9 0.0 -1.8
H -10.21315 -14.34505 3.86310 0.3 -0.1 0.2
H -6.17180 -11.70405 0.26471 -0.1 -0.2 0.2
F -15.83513 -9.72005 -2.48655 -0.4 -0.5 0.2
H -13.95754 -14.85746 -2.80784 0.3 -0.4 -0.3
H -14.69215 -15.11373 -1.27563 -0.1 -0.3 0.1
N -14.11237 -10.16175 0.30507 -4.0 -1.7 2.2
H -11.04273 -4.32031 2.18076 0.0 0.2 -0.1
H -8.86732 -14.35774 2.69632 0.0 0.1 0.0
O -8.72166 -7.69778 -1.33333 -1.3 -0.8 0.4
F -15.39478 -12.58613 -0.47042 0.2 -0.3 -0.4
C -11.41471 -4.28921 -1.47582 0.4 1.2 -0.5
C -9.45452 -13.77923 -2.20277 0.2 0.0 -2.3
H -12.41747 -4.91780 4.16853 -0.4 -0.3 -0.1
C -10.04976 -13.99457 -3.60173 0.7 -0.4 -0.6
H -13.69250 -16.44693 -1.92185 -0.2 0.0 -0.3
H -16.49949 -3.55812 0.84505 0.0 -0.1 0.2
H -7.96031 -10.26252 -6.06902 -0.7 -0.1 -0.5
H -9.34003 -14.69336 -1.62332 -0.4 0.2 0.4
H -8.48416 -6.28781 -3.35857 0.1 0.7 0.1
C -10.08741 -3.54236 -1.33573 -0.8 -0.5 0.0
```
Positions in Å, forces in eV/Å.

Calculated values
HOMO-LUMO gap (spin up / spin down)	0.42472 / 0.30584	Eh
E	-7490.9443	Eh
highest occupied orbital energy (spin up / spin down)	-0.5486 / -0.5487	hartree
2S+1	6
net charge	+2
relative energy (zero: lowest compared OMol25 entry of this formula, charge and spin)	0.0	kJ/mol
⟨S²⟩	8.7552